1.
ORCA calculation (wB97M-V/def2-TZVPD) on one molecule with the formula C5H11NO at a distorted geometry.

XYZ file:
```
18
Properties=species:S:1:pos:R:3:forces:R:3
C -0.85127 2.38326 -0.63664 0.08 0.63 -0.17
C -1.30111 1.17319 0.16548 0.32 0.07 -0.46
C -0.86345 -0.18151 -0.32366 1.08 -1.54 0.80
C 0.65445 -0.45062 -0.03935 -1.46 -0.74 -0.10
C 0.80236 -1.90317 0.44133 0.54 -0.57 1.58
N 2.08220 -2.36803 0.56861 0.69 0.65 -0.76
O -0.07789 -2.60256 0.91769 -0.36 0.74 -0.52
H -1.26105 3.23736 -0.10577 -0.05 0.45 -0.29
H -1.11832 2.44173 -1.69167 -0.70 -0.31 0.06
H 0.22156 2.56551 -0.70640 0.27 -0.42 0.56
H -0.83107 1.29357 1.15226 -0.44 -0.07 0.03
H -2.38831 1.16975 0.30197 0.16 0.21 -0.06
H -1.36731 -0.94547 0.29768 0.13 0.40 -0.15
H -1.08799 -0.53311 -1.32884 -0.23 0.75 -0.36
H 1.34385 -0.27494 -0.84836 0.09 0.12 -0.60
H 0.96998 0.22428 0.75272 0.17 -0.21 0.35
H 2.24537 -3.20206 1.10289 -0.20 -0.19 -0.19
H 2.82798 -2.02717 -0.01996 -0.10 0.05 0.27
```
Positions in Å, forces in eV/Å.

- 2S+1 = 1
- relative energy (zero: lowest compared OMol25 entry of this formula, charge and spin) (kcal/mol) = 10.73
- structure (SMILES) = CCCCC(N)=O
- charge = 0

Here are the Löwdin charges for atoms 1 to 2, given in e: C -0.119; C -0.274



2.
ORCA calculation (wB97M-V/def2-TZVPD) on one molecule with the formula C5H11NO at a distorted geometry.

XYZ file:
```
18
Properties=species:S:1:pos:R:3:forces:R:3
C -2.25458 1.25069 -0.82393 1.64 1.59 1.24
C -1.00773 0.37523 -0.87229 -0.66 -1.48 0.16
N -0.28018 0.39766 0.40899 0.32 -0.36 0.56
C 0.71463 -0.69863 0.55699 0.56 0.47 -1.29
C 1.76170 -0.44572 1.62771 -0.01 -0.69 0.40
C 1.47708 -0.85176 -0.76662 -1.08 0.12 -0.55
O 1.24016 -1.75150 -1.53126 0.40 -0.17 0.17
H -2.05816 2.17653 -1.35706 -0.27 0.07 -0.37
H -3.20491 0.85224 -1.09178 -0.42 -0.62 -0.34
H -2.27569 1.60161 0.21724 -0.55 -0.09 -0.08
H -1.35054 -0.66041 -1.01677 0.22 -0.01 -0.55
H -0.32410 0.63998 -1.67451 -0.09 0.03 -0.08
H -0.95159 0.08738 1.10729 -0.23 0.71 0.10
H 0.22464 -1.67847 0.61261 -0.06 0.06 0.51
H 2.49905 0.29164 1.31077 0.03 -0.09 -0.17
H 2.22314 -1.42728 1.78113 0.45 0.27 0.06
H 1.43440 -0.12699 2.61604 -0.56 0.05 -0.14
H 2.13268 -0.03221 -1.10457 0.31 0.14 0.36
```
Positions in Å, forces in eV/Å.

- 2S+1 = 1
- relative energy (zero: lowest compared OMol25 entry of this formula, charge and spin) (kcal/mol) = 43.64
- structure (SMILES) = CCN[C@H](C)C=O
- charge = 0

Here are the Löwdin charges for atoms 1 to 2, given in e: C -0.080; C -0.287



3.
ORCA calculation (wB97M-V/def2-TZVPD) on C5H11NO as an isolated structure at a distorted geometry.

XYZ file:
```
18
Properties=species:S:1:pos:R:3:forces:R:3
C 0.77643 -0.30902 0.01090 -2.09 -0.82 -0.60
C 0.10123 0.45162 1.15869 1.46 -1.82 1.41
C -1.34594 0.00890 1.14400 -1.72 1.30 1.32
C 0.78899 0.20517 2.57854 -0.27 -1.43 -0.46
C 0.00770 -0.17026 -1.27199 2.68 5.46 -2.30
N 0.58329 -0.70598 -2.48001 -0.86 -1.09 0.43
O -0.77193 0.79902 -1.45392 -0.12 -1.46 0.56
H -0.29627 -1.18949 -0.44914 1.59 -0.47 1.79
H 1.79455 -0.74679 0.17746 -1.31 -0.13 -0.81
H 0.35609 1.47747 1.02003 -0.80 1.12 -0.80
H -1.84749 0.33536 0.21275 0.02 0.44 1.04
H -1.39096 -1.06886 1.02575 0.07 -0.37 0.79
H -1.88345 0.33312 2.12069 0.63 -0.54 -1.84
H 1.77041 0.69384 2.67551 -0.29 -0.21 -0.23
H 0.90690 -0.89044 2.73386 0.24 0.52 -0.16
H 0.19454 0.49058 3.46238 -0.13 0.39 -0.70
H 0.39732 -1.70098 -2.37015 0.52 -0.18 -1.11
H 0.12035 -0.30261 -3.33852 0.36 -0.72 1.67
```
Positions in Å, forces in eV/Å.

- 2S+1 = 1
- relative energy (zero: lowest compared OMol25 entry of this formula, charge and spin) (kcal/mol) = 95.49
- charge = 0

Here are the Löwdin charges for atoms 1 to 2, given in e: C 0.037; C -0.392



4.
ORCA calculation (wB97M-V/def2-TZVPD) on one molecule with the formula C5H11NO.

XYZ file:
```
18
Properties=species:S:1:pos:R:3:forces:R:3
C -0.26747 1.66141 -2.22552 -0.02 0.15 -0.08
N 0.00363 0.56944 -1.31493 -0.03 -0.06 0.16
C 0.15774 0.78628 0.02128 0.01 0.12 0.01
O 0.09987 1.90814 0.50471 0.02 -0.30 -0.16
C 0.46128 -0.42954 0.90159 0.04 0.02 0.02
C -0.41390 -0.37425 2.15506 -0.04 0.01 0.07
C 0.36679 -1.78943 0.21302 -0.02 -0.05 -0.05
H -1.34280 1.82596 -2.36702 0.15 -0.03 0.02
H 0.19428 1.45729 -3.19613 -0.08 0.04 0.15
H 0.16033 2.57024 -1.79812 -0.06 -0.12 -0.11
H -0.04469 -0.37294 -1.66266 0.04 0.10 0.10
H 1.50292 -0.27737 1.21582 -0.11 0.02 -0.05
H -1.46300 -0.57876 1.90983 0.13 0.03 0.00
H -0.35718 0.61543 2.61294 -0.01 -0.15 -0.05
H -0.08580 -1.12576 2.88051 -0.04 0.10 -0.09
H 0.62483 -2.58294 0.92131 -0.03 0.11 -0.10
H -0.65365 -1.98923 -0.13758 0.13 0.02 0.03
H 1.05683 -1.87397 -0.63411 -0.09 -0.02 0.11
```
Positions in Å, forces in eV/Å.

- 2S+1 = 1
- relative energy (zero: lowest compared OMol25 entry of this formula, charge and spin) (kcal/mol) = 2.62
- structure (SMILES) = CNC(=O)C(C)C
- charge = 0

Here are the Löwdin charges for atoms 1 to 2, given in e: C -0.073; N 0.011



5.
ORCA calculation (wB97M-V/def2-TZVPD) on one molecule with the formula C5H11NO at a distorted geometry.

XYZ file:
```
18
Properties=species:S:1:pos:R:3:forces:R:3
C 0.14598 -1.82389 0.45848 1.23 -1.63 2.62
C -0.33967 -0.43009 0.58425 -1.72 0.98 -1.33
C 0.51297 0.48932 1.44308 1.37 -0.84 0.30
C -0.33195 0.08663 -0.90686 -2.46 2.39 1.01
N 0.92712 0.37691 -1.49049 -2.09 -2.39 -3.60
C -1.21578 1.48737 -0.93985 0.85 -5.91 2.08
O -0.90452 2.36843 -1.61750 0.37 3.42 -1.95
H 1.14080 -1.66974 0.01827 -0.17 -1.13 -0.14
H 0.25015 -2.34584 1.47220 0.32 0.96 -0.94
H -0.50389 -2.56344 -0.00981 0.08 0.58 -0.86
H -1.43645 -0.43343 0.85949 1.02 0.22 0.06
H 1.50322 0.51630 0.88089 -1.00 0.50 0.99
H 0.83672 -0.03190 2.43071 -1.05 1.35 -1.31
H 0.03567 1.51792 1.48857 0.90 -1.22 0.45
H -0.94770 -0.68717 -1.37682 0.24 0.21 -0.76
H 0.86792 1.05601 -2.24930 -0.21 -0.28 0.29
H 1.48674 0.71893 -0.83544 3.14 1.89 3.08
H -2.02733 1.36769 -0.20989 -0.81 0.90 0.02
```
Positions in Å, forces in eV/Å.

- 2S+1 = 1
- relative energy (zero: lowest compared OMol25 entry of this formula, charge and spin) (kcal/mol) = 54.45
- structure (SMILES) = CC(C)[C@H](N)C=O
- charge = 0

Here are the Löwdin charges for atoms 1 to 2, given in e: C -0.110; C -0.455



6.
ORCA calculation (wB97M-V/def2-TZVPD) on one molecule with the formula C5H11NO at a distorted geometry.

XYZ file:
```
18
Properties=species:S:1:pos:R:3:forces:R:3
C -1.55070 -0.05334 2.30117 -0.02 0.03 0.28
O -1.48865 -0.38841 0.93247 0.03 -0.09 -0.08
C -0.65639 0.46628 0.19528 0.13 0.12 -0.09
C 0.85800 0.17109 0.30726 0.19 0.07 0.19
N 0.85864 -0.51376 -1.01614 0.44 -0.26 0.02
C 2.09270 -0.40572 -1.90591 0.14 0.61 -0.35
C -0.56266 -0.00135 -1.25858 0.07 -0.04 -0.18
H -2.21013 -0.77959 2.78208 0.12 0.12 -0.09
H -1.96233 0.95655 2.45358 0.07 -0.15 -0.09
H -0.56203 -0.10200 2.78126 -0.13 0.00 -0.09
H -0.94505 1.51640 0.35676 0.09 -0.23 -0.07
H 1.47728 1.06894 0.24381 -0.01 -0.14 0.00
H 1.17870 -0.45840 1.13899 -0.02 0.06 -0.12
H 1.14791 -1.49634 -0.98189 -1.49 -0.26 0.60
H 2.44042 0.62859 -1.88659 -0.17 0.26 -0.18
H 1.70097 -0.66608 -2.90094 0.25 0.06 0.10
H -1.29645 -0.75411 -1.55301 0.22 0.02 0.05
H -0.52024 0.81126 -1.98959 0.09 -0.19 0.09
```
Positions in Å, forces in eV/Å.

- 2S+1 = 1
- relative energy (zero: lowest compared OMol25 entry of this formula, charge and spin) (kcal/mol) = 124.14
- charge = 0

Here are the Löwdin charges for atoms 1 to 2, given in e: C -0.098; O -0.151



7.
ORCA calculation (wB97M-V/def2-TZVPD) on one molecule with the formula C5H11NO at a distorted geometry.

XYZ file:
```
18
Properties=species:S:1:pos:R:3:forces:R:3
C 0.07165 -2.16997 0.87726 2.69 0.36 -0.98
C -0.63555 -1.05586 0.10417 -2.83 -0.83 3.82
C 0.14005 0.17669 -0.13967 1.42 1.54 1.47
C 0.74851 0.16461 -1.49544 4.23 2.68 -0.08
N -0.71507 1.34381 0.06399 0.51 2.43 1.22
C -0.23452 2.49767 0.74232 -1.19 -0.13 -1.85
O 0.89467 2.57358 1.12893 0.83 0.02 0.83
H 1.18530 -2.06887 0.67258 -0.99 -0.16 0.32
H -0.02434 -2.06152 1.96501 -0.24 -0.49 -0.41
H -0.15353 -3.13618 0.42950 -0.35 -0.20 0.72
H -1.23116 -1.55004 -0.67711 0.35 0.91 -0.34
H -1.38107 -0.68571 0.92298 0.54 -0.74 -1.74
H 0.92929 0.38374 0.71853 -1.26 -0.98 -1.84
H 1.46016 1.15294 -1.67751 -1.55 -2.56 0.61
H 0.06340 0.24505 -2.25919 -2.03 0.11 -1.58
H 1.33755 -0.72823 -1.72946 0.09 0.13 0.38
H -1.54976 1.46072 -0.46299 -0.60 -0.07 -0.28
H -0.90557 3.45759 0.81610 0.39 -2.01 -0.26
```
Positions in Å, forces in eV/Å.

- 2S+1 = 1
- relative energy (zero: lowest compared OMol25 entry of this formula, charge and spin) (kcal/mol) = 39.59
- structure (SMILES) = CC[C@@H](C)NC=O
- charge = 0

Here are the Löwdin charges for atoms 1 to 2, given in e: C -0.114; C -0.257



8.
ORCA calculation (wB97M-V/def2-TZVPD) on a 2-piece molecular cluster, C5H11NO overall.

XYZ file:
```
18
Properties=species:S:1:pos:R:3:forces:R:3
C -1.46897 0.21094 0.77639 0.10 0.17 -0.13
N -0.77026 1.00149 0.07996 -0.25 -0.21 0.33
C 0.51256 1.48844 0.57504 0.12 0.11 0.05
C 1.14274 0.80939 1.78789 -0.06 -0.04 0.03
H -1.19450 -0.17056 1.76702 0.04 0.07 -0.12
H -2.41471 -0.14839 0.36130 0.08 0.12 0.09
H 1.20949 1.42516 -0.26959 -0.13 0.02 0.11
H 0.36158 2.55845 0.76488 0.06 -0.10 -0.03
H 2.04842 1.35543 2.07093 -0.12 -0.08 -0.06
H 1.43145 -0.21925 1.54595 -0.09 0.15 0.07
H 0.48233 0.79933 2.66178 0.10 0.05 -0.10
C -0.48483 -1.17229 -2.29914 0.10 0.03 -0.07
C 0.20873 -1.46629 -1.00005 0.28 0.03 -0.02
O 1.37056 -1.22753 -0.76316 -0.49 -0.17 -0.16
H 0.22053 -0.74859 -3.01639 -0.09 -0.07 0.06
H -1.29804 -0.45925 -2.12366 0.13 -0.13 0.02
H -0.92209 -2.09703 -2.69184 0.05 0.10 0.03
H -0.43498 -1.93947 -0.22732 0.16 -0.05 -0.09
```
Positions in Å, forces in eV/Å.

- 2S+1 = 1
- relative energy (zero: lowest compared OMol25 entry of this formula, charge and spin) (kcal/mol) = 46.34
- structure (SMILES) = C=NCC.CC=O
- charge = 0

Here are the Löwdin charges for atoms 1 to 2, given in e: C -0.090; N -0.035



9.
ORCA calculation (wB97M-V/def2-TZVPD) on one molecule with the formula C5H11NO at a distorted geometry.

XYZ file:
```
18
Properties=species:S:1:pos:R:3:forces:R:3
C -1.99897 -0.60326 -0.85756 -0.06 0.28 0.16
C -1.48043 -0.14004 0.51729 -0.10 -0.13 -0.04
N -0.03732 -0.31506 0.57258 -0.23 -0.12 0.02
C 0.64860 0.58135 1.48298 0.23 -0.11 0.09
C 0.78289 0.73591 0.00624 0.01 0.08 -0.14
C 1.95378 0.20665 -0.81065 -0.03 0.40 -0.02
O 2.42589 -1.01563 -0.30571 -0.14 -0.16 0.08
H -3.08289 -0.47776 -0.91033 0.07 0.04 -0.07
H -1.78039 -1.66507 -1.06768 0.04 0.44 0.39
H -1.54057 -0.02055 -1.66441 -0.11 0.00 0.13
H -1.71531 0.93081 0.80536 -0.19 -0.91 -0.67
H -1.91894 -0.78679 1.29532 0.11 0.29 -0.15
H -0.03428 1.30205 1.95719 0.66 -0.21 0.10
H 1.45485 0.12511 2.06782 -0.36 0.37 -0.10
H 0.28214 1.61330 -0.41314 0.00 -0.24 -0.01
H 1.62586 0.10578 -1.86263 0.03 0.00 0.26
H 2.78697 0.91539 -0.79449 -0.07 -0.03 0.00
H 1.62814 -1.49218 -0.01819 0.14 0.03 -0.01
```
Positions in Å, forces in eV/Å.

- 2S+1 = 1
- relative energy (zero: lowest compared OMol25 entry of this formula, charge and spin) (kcal/mol) = 47.52
- structure (SMILES) = CCN1C[C@H]1CO
- charge = 0

Here are the Löwdin charges for atoms 1 to 2, given in e: C -0.086; C -0.258



10.
ORCA calculation (wB97M-V/def2-TZVPD) on a 2-piece molecular cluster, C5H11NO overall.

XYZ file:
```
18
Properties=species:S:1:pos:R:3:forces:R:3
C 0.22176 -1.66838 1.74986 0.08 0.23 -0.03
C 0.47577 -0.45182 1.24695 0.05 -0.16 0.24
N 0.62033 0.67893 2.05562 0.02 -0.13 -0.19
C 0.66566 -0.27496 -0.20255 -0.09 0.29 -0.06
C 0.53590 0.87741 -0.86052 -0.04 -0.11 -0.07
C 0.64502 1.03369 -2.34932 0.26 -0.52 0.46
H 0.07459 -1.81392 2.81148 -0.04 -0.04 0.02
H 0.16707 -2.52902 1.10526 0.07 -0.10 -0.06
H 0.25035 1.52786 1.66169 0.03 0.08 0.08
H 0.32757 0.53597 3.00810 -0.09 0.06 0.03
H 0.88941 -1.18335 -0.75096 -0.06 -0.02 -0.05
H 0.29045 1.78821 -0.32180 0.05 0.00 0.05
H 0.93689 0.08255 -2.79386 -0.09 -0.02 -0.10
H -0.32036 1.32965 -2.75608 0.08 0.21 -0.17
H 1.42710 1.75236 -2.59158 -0.19 0.22 -0.14
O -2.58316 -0.52917 -0.69415 0.29 0.09 -0.14
H -1.64388 -0.45856 -0.47530 0.00 0.03 -0.19
H -2.98048 -0.69745 0.15716 -0.34 -0.12 0.32
```
Positions in Å, forces in eV/Å.

- 2S+1 = 1
- relative energy (zero: lowest compared OMol25 entry of this formula, charge and spin) (kcal/mol) = 35.70
- structure (SMILES) = C=C(N)/C=C/C.O
- charge = 0

Here are the Löwdin charges for atoms 1 to 2, given in e: C 0.032; C -0.444



Which value of 2S+1 does entry 7 give? 1